DFT (ωB97M-V with the def2-TZVPD basis set) results for a molecular structure, C40H36N2O5P2PtS3 in a non-equilibrium geometry.

E_HOMO: -8.04 eV
Multiplicity: 1
Net charge: 0
Energy relative to the best compared isomer or geometry (same formula, charge and spin): 0.5321 eV

Atoms and positions in Å:
Pt -0.042 0.854 -0.759
O 3.359 2.362 2.052
S 2.215 1.609 1.479
C 2.653 -0.138 1.751
C 3.772 -0.330 2.550
C 4.205 -1.612 2.844
C 3.515 -2.706 2.341
C 2.411 -2.508 1.533
C 1.976 -1.221 1.201
P 0.480 -1.107 0.164
C 0.757 -2.200 -1.269
C -0.294 -2.348 -2.174
C -0.134 -3.118 -3.316
C 1.084 -3.726 -3.579
C 2.149 -3.543 -2.708
C 1.991 -2.780 -1.561
C -0.682 -2.002 1.266
C -1.737 -2.761 0.767
C -2.553 -3.482 1.627
C -2.327 -3.455 2.994
C -1.300 -2.676 3.504
C -0.489 -1.948 2.648
C 0.931 1.727 2.775
C 1.440 1.937 4.052
C 0.603 2.292 5.092
C -0.747 2.506 4.843
C -1.249 2.311 3.571
C -0.433 1.872 2.522
P -1.256 1.626 0.905
C -2.748 0.633 1.235
C -3.575 0.428 0.127
C -4.768 -0.262 0.270
C -5.142 -0.768 1.507
C -4.309 -0.593 2.601
C -3.115 0.104 2.468
C -1.871 3.301 0.585
C -0.934 4.278 0.254
C -1.336 5.589 0.074
C -2.674 5.932 0.215
C -3.609 4.962 0.541
C -3.210 3.646 0.728
H 4.296 0.543 2.916
H 5.077 -1.755 3.469
H 3.836 -3.713 2.576
H 1.869 -3.366 1.154
H -1.223 -1.813 -2.027
H -0.959 -3.217 -4.008
H 1.210 -4.325 -4.473
H 3.111 -3.991 -2.921
H 2.842 -2.614 -0.916
H -1.922 -2.815 -0.296
H -3.364 -4.072 1.220
H -2.958 -4.030 3.661
H -1.123 -2.635 4.572
H 0.312 -1.352 3.067
H 2.511 1.872 4.199
H 1.009 2.447 6.083
H -1.404 2.840 5.636
H -2.296 2.511 3.378
H -3.282 0.819 -0.844
H -5.405 -0.401 -0.594
H -6.075 -1.305 1.617
H -4.580 -1.003 3.566
H -2.478 0.217 3.333
H 0.106 4.010 0.114
H -0.605 6.340 -0.194
H -2.989 6.956 0.062
H -4.654 5.224 0.644
H -3.948 2.893 0.972
S 2.579 0.729 -1.571
C 2.806 0.207 -3.183
N 1.799 0.064 -4.021
C 1.953 -0.356 -5.404
C 3.189 -1.230 -5.538
C 4.381 -0.488 -4.956
N 4.057 -0.062 -3.603
H 0.859 0.278 -3.665
H 2.034 0.522 -6.052
H 1.049 -0.891 -5.691
H 3.371 -1.478 -6.583
H 3.036 -2.158 -4.983
H 4.629 0.376 -5.581
H 5.261 -1.129 -4.912
H 4.784 0.086 -2.926
O -2.538 1.542 -2.531
S -1.200 1.734 -3.069
O -0.361 2.486 -1.994
O -0.481 0.393 -3.100
O -1.133 2.426 -4.323